The following is a quantum chemistry calculation of a cluster of 10 separate species, C32H82Br8N6O6 in total in a non-equilibrium geometry, from the OMol25 dataset.

Output
E = -22640.40535 hartree
energy relative to the best compared isomer or geometry (same formula, charge and spin) = 0.0 kcal/mol
LUMO = 0.4 eV
HOMO-LUMO gap = 9.306 eV
structure (SMILES) = COC[C@H](C)N.COC[C@H](C)N.COC[C@H](C)N.COC[C@H](C)N.COC[C@H](C)N.COC[C@H](C)N.BrCCBr.BrCCBr.BrCCBr.BrCCBr

ORCA input file:
```
! RIJCOSX wB97M-V def2-TZVPD def2/J DEFGRID3
* xyz 0 1
C -20.510 13.465 10.053
O -20.199 12.744 8.907
C -21.188 12.810 7.910
C -20.845 11.828 6.803
C -19.691 12.398 5.950
N -21.969 11.534 5.910
H -20.718 14.527 9.872
H -19.663 13.428 10.744
H -21.329 12.991 10.617
H -22.203 12.603 8.294
H -21.215 13.835 7.500
H -20.425 10.918 7.246
H -20.017 13.373 5.575
H -19.576 11.777 5.057
H -18.766 12.392 6.518
H -22.818 11.313 6.430
H -22.181 12.460 5.507
C -21.097 8.815 5.493
O -21.680 8.089 4.457
C -21.928 8.899 3.336
C -22.939 8.264 2.415
C -22.558 6.809 2.145
N -23.001 9.094 1.208
H -20.172 9.306 5.163
H -20.861 8.128 6.306
H -21.777 9.570 5.911
H -22.307 9.870 3.692
H -20.981 9.094 2.801
H -23.888 8.288 2.961
H -23.128 6.371 1.317
H -22.786 6.173 3.006
H -21.502 6.671 1.905
H -22.072 9.217 0.810
H -23.512 8.622 0.455
C -15.281 10.038 -0.944
O -15.829 9.017 -0.193
C -15.019 8.649 0.896
C -15.310 7.211 1.286
C -14.350 6.729 2.353
N -15.234 6.334 0.116
H -15.217 10.970 -0.365
H -15.930 10.282 -1.792
H -14.324 9.755 -1.394
H -13.952 8.815 0.675
H -15.206 9.306 1.757
H -16.329 7.232 1.715
H -14.621 5.716 2.650
H -14.382 7.371 3.236
H -13.334 6.719 1.957
H -15.708 5.465 0.347
H -15.768 6.734 -0.657
C -13.232 15.981 4.037
O -14.443 15.315 4.211
C -14.688 14.297 3.268
C -14.899 14.810 1.883
C -16.198 15.601 1.740
N -14.884 13.673 0.922
H -13.081 16.694 4.843
H -13.194 16.518 3.083
H -12.386 15.277 4.055
H -13.857 13.571 3.315
H -15.519 13.713 3.660
H -14.112 15.489 1.544
H -17.061 15.032 2.084
H -16.368 15.919 0.708
H -16.135 16.518 2.336
H -14.816 12.783 1.392
H -15.708 13.706 0.341
C -24.285 14.559 5.797
O -23.132 14.094 5.136
C -23.045 14.505 3.773
C -21.800 13.923 3.130
C -21.630 14.515 1.744
N -21.818 12.437 3.033
H -24.538 15.562 5.431
H -24.020 14.667 6.848
H -25.138 13.889 5.668
H -23.946 14.181 3.234
H -22.971 15.602 3.784
H -20.949 14.272 3.726
H -20.799 14.062 1.209
H -21.415 15.588 1.810
H -22.555 14.457 1.168
H -22.178 12.110 3.933
H -22.616 12.274 2.404
C -21.708 11.360 -3.093
O -23.069 11.244 -2.731
C -23.319 11.865 -1.514
C -24.791 11.760 -1.166
C -25.728 11.878 -2.350
N -25.156 12.735 -0.118
H -21.094 10.718 -2.447
H -21.389 12.407 -3.064
H -21.596 10.997 -4.115
H -22.756 11.361 -0.706
H -22.976 12.906 -1.500
H -24.887 10.735 -0.798
H -26.730 11.548 -2.078
H -25.389 11.381 -3.257
H -25.765 12.927 -2.683
H -24.952 12.310 0.789
H -26.174 12.781 -0.100
Br -20.409 4.558 -0.410
C -19.494 5.432 -1.894
C -18.009 5.223 -1.767
Br -17.071 6.550 -2.820
H -19.760 6.480 -1.804
H -19.926 5.069 -2.819
H -17.731 4.217 -2.080
H -17.681 5.264 -0.733
Br -21.047 7.218 -4.547
C -22.591 6.909 -3.390
C -22.966 8.248 -2.814
Br -24.568 8.171 -1.719
H -22.335 6.151 -2.655
H -23.398 6.537 -4.012
H -23.159 8.951 -3.618
H -22.187 8.695 -2.201
Br -15.216 10.911 3.421
C -16.605 10.661 4.757
C -16.070 9.827 5.900
Br -17.569 9.385 7.054
H -17.463 10.217 4.257
H -16.983 11.627 5.085
H -15.346 10.407 6.459
H -15.675 8.886 5.540
Br -19.852 8.801 -0.072
C -18.729 10.061 0.921
C -19.386 11.402 0.973
Br -18.495 12.422 2.370
H -17.752 10.058 0.445
H -18.567 9.647 1.912
H -20.422 11.344 1.301
H -19.378 11.940 0.030
*
```